P.
{
  "formula": "C33H35F4N3OPTa",
  "method": "wB97M-V/def2-TZVPD",
  "gap_ha": 0.27178,
  "total_charge": 2,
  "homo_energy_ha": -0.5199,
  "species": ["Ta", "C", "C", "N", "C", "C", "C", "C", "N", "C", "C", "F", "C", "F", "C", "C", "F", "C", "F", "H", "H", "H", "H", "H", "H", "H", "H", "H", "H", "H", "H", "H", "H", "H", "C", "C", "C", "C", "C", "C", "P", "C", "C", "C", "C", "C", "C", "C", "C", "C", "C", "C", "C", "H", "H", "H", "H", "H", "H", "H", "H", "H", "H", "H", "H", "H", "H", "N", "C", "O", "C", "C", "H", "H", "H", "H", "H", "H"],
  "xyz": [[-0.009, 0.017, 0.408], [2.666, -2.469, -1.586], [1.864, -1.403, -2.304], [0.505, -1.117, -1.756], [-0.340, -2.353, -1.828], [-0.457, -3.013, -3.193], [-0.029, -0.010, -2.588], [-1.474, 0.295, -2.255], [-1.585, 0.225, -0.800], [-2.863, 0.118, -0.229], [-2.994, -0.716, 0.873], [-1.849, -1.383, 1.250], [-4.175, -0.895, 1.557], [-4.204, -1.703, 2.609], [-5.308, -0.232, 1.125], [-5.210, 0.587, 0.015], [-6.277, 1.245, -0.415], [-4.012, 0.769, -0.662], [-3.968, 1.584, -1.716], [3.599, -2.621, -2.128], [2.154, -3.429, -1.552], [2.930, -2.180, -0.571], [1.742, -1.691, -3.351], [2.414, -0.462, -2.325], [-1.333, -2.093, -1.464], [0.073, -3.052, -1.102], [-0.808, -2.323, -3.962], [-1.187, -3.818, -3.127], [0.479, -3.456, -3.530], [0.087, -0.215, -3.655], [0.596, 0.869, -2.374], [-2.153, -0.431, -2.710], [-1.744, 1.280, -2.638], [-6.252, -0.352, 1.640], [2.570, 5.918, -0.420], [2.551, 4.728, -1.133], [1.723, 3.693, -0.724], [0.910, 3.852, 0.397], [0.916, 5.061, 1.095], [1.752, 6.086, 0.690], [-0.201, 2.548, 0.936], [-1.876, 3.210, 0.863], [-2.814, 2.892, 1.845], [-4.111, 3.374, 1.736], [-4.473, 4.162, 0.652], [-3.539, 4.477, -0.326], [-2.241, 4.004, -0.224], [0.036, 1.925, 2.602], [0.266, 2.561, 3.819], [0.223, 1.791, 4.968], [-0.065, 0.424, 4.902], [-0.277, -0.199, 3.685], [-0.214, 0.545, 2.500], [3.219, 6.724, -0.737], [3.178, 4.607, -2.005], [1.707, 2.766, -1.285], [0.252, 5.211, 1.939], [1.760, 7.022, 1.233], [-2.539, 2.281, 2.695], [-4.836, 3.143, 2.505], [-5.484, 4.537, 0.572], [-3.821, 5.098, -1.165], [-1.510, 4.270, -0.979], [0.465, 3.623, 3.874], [0.396, 2.252, 5.932], [-0.118, -0.148, 5.819], [-0.491, -1.262, 3.658], [2.460, -2.761, 2.290], [1.974, -1.722, 1.657], [0.802, -1.775, 1.165], [2.749, -0.446, 1.512], [2.163, 0.429, 0.380], [1.897, -3.592, 2.409], [3.393, -2.752, 2.673], [3.811, -0.660, 1.376], [2.655, 0.063, 2.478], [2.684, 0.218, -0.552], [2.384, 1.471, 0.615]],
  "mulliken_charge": [-0.427, -1.105, -1.280, -0.086, -0.533, -1.481, -0.975, -0.640, 2.302, 0.511, -0.136, -0.234, 0.166, -0.311, -0.455, 0.334, -0.348, -0.219, -0.432, 0.490, 0.327, 0.002, 0.769, 0.619, 0.247, 0.501, 0.305, 0.476, 0.316, 0.587, 0.098, 0.407, 0.617, 0.552, -0.610, -0.848, 0.246, 0.750, -0.659, -0.825, 1.354, 0.782, -0.499, -0.924, -0.569, -0.802, -0.653, 0.039, -0.696, -0.719, -0.939, -0.349, 0.946, 0.420, 0.471, 0.105, 0.421, 0.446, 0.399, 0.496, 0.463, 0.459, 0.491, 0.473, 0.463, 0.456, 0.612, -0.294, 0.267, -0.800, -1.227, -0.913, 0.283, 0.265, 0.602, 0.456, 0.454, 0.739]
}

=====

Q.
{
  "formula": "C33H35F4N3OPTa",
  "method": "wB97M-V/def2-TZVPD",
  "gap_ha": 0.26881,
  "total_charge": 2,
  "homo_energy_ha": -0.5108,
  "species": ["Ta", "C", "C", "N", "C", "C", "C", "C", "N", "C", "C", "F", "C", "F", "C", "C", "F", "C", "F", "H", "H", "H", "H", "H", "H", "H", "H", "H", "H", "H", "H", "H", "H", "H", "C", "C", "C", "C", "C", "C", "P", "C", "C", "C", "C", "C", "C", "C", "C", "C", "C", "C", "C", "H", "H", "H", "H", "H", "H", "H", "H", "H", "H", "H", "H", "H", "H", "N", "C", "O", "C", "C", "H", "H", "H", "H", "H", "H"],
  "xyz": [[0.394, 0.298, 0.808], [-1.624, -3.092, -0.057], [-1.673, -2.509, 1.336], [-0.407, -1.887, 1.842], [-0.660, -1.667, 3.301], [0.351, -0.803, 4.023], [0.742, -2.816, 1.674], [1.691, -2.233, 0.654], [2.001, -0.854, 1.082], [3.241, -0.575, 1.674], [3.270, 0.541, 2.486], [2.070, 1.196, 2.565], [4.382, 0.997, 3.151], [4.288, 2.083, 3.910], [5.573, 0.312, 3.007], [5.584, -0.799, 2.185], [6.709, -1.473, 2.000], [4.451, -1.244, 1.513], [4.573, -2.296, 0.700], [-2.639, -3.302, -0.394], [-1.072, -4.030, -0.108], [-1.183, -2.395, -0.760], [-1.952, -3.299, 2.041], [-2.439, -1.737, 1.402], [-0.717, -2.653, 3.771], [-1.645, -1.216, 3.385], [1.381, -1.124, 3.867], [0.158, -0.850, 5.094], [0.266, 0.250, 3.744], [0.402, -3.806, 1.370], [1.257, -2.938, 2.627], [1.223, -2.215, -0.336], [2.589, -2.833, 0.554], [6.472, 0.638, 3.511], [-1.691, -2.323, -5.452], [-0.950, -2.935, -4.451], [-0.690, -2.258, -3.269], [-1.173, -0.963, -3.092], [-1.914, -0.346, -4.101], [-2.164, -1.030, -5.281], [-0.768, 0.047, -1.648], [-2.081, 1.283, -1.456], [-3.299, 0.894, -0.894], [-4.330, 1.811, -0.768], [-4.150, 3.122, -1.198], [-2.940, 3.515, -1.754], [-1.904, 2.598, -1.884], [0.730, 0.912, -2.078], [1.232, 1.296, -3.320], [2.477, 1.896, -3.358], [3.207, 2.091, -2.181], [2.712, 1.680, -0.955], [1.453, 1.068, -0.900], [-1.901, -2.856, -6.370], [-0.571, -3.938, -4.590], [-0.086, -2.738, -2.511], [-2.304, 0.656, -3.970], [-2.734, -0.551, -6.066], [-3.448, -0.132, -0.572], [-5.280, 1.503, -0.352], [-4.960, 3.835, -1.111], [-2.806, 4.532, -2.101], [-0.961, 2.905, -2.321], [0.671, 1.124, -4.231], [2.896, 2.209, -4.305], [4.184, 2.555, -2.234], [3.310, 1.833, -0.063], [-3.100, 1.656, 2.812], [-2.004, 1.619, 2.088], [-1.538, 0.499, 1.706], [-1.287, 2.844, 1.671], [0.121, 2.460, 1.217], [-3.596, 0.807, 3.037], [-3.477, 2.533, 3.135], [-1.298, 3.594, 2.464], [-1.870, 3.261, 0.841], [0.858, 2.781, 1.950], [0.368, 2.978, 0.292]],
  "mulliken_charge": [-1.019, -1.471, -0.585, 0.513, -0.976, -0.914, -0.867, -0.457, 1.003, 0.297, 0.472, -0.059, -0.040, -0.277, -0.569, 0.194, -0.274, 0.022, -0.319, 0.474, 0.371, 0.086, 0.508, 0.231, 0.691, 0.498, 0.157, 0.547, 0.088, 0.473, 0.403, -0.202, 0.900, 0.554, -0.616, -0.892, -0.127, 1.007, -0.540, -0.823, 1.569, 0.490, -0.306, -0.659, -0.633, -0.788, -0.343, 0.361, -0.404, -0.762, -0.915, -0.294, -0.209, 0.420, 0.466, 0.264, 0.430, 0.447, 0.394, 0.518, 0.431, 0.462, 0.419, 0.598, 0.452, 0.472, 0.532, -0.269, 0.263, -0.407, -0.878, -1.589, 0.242, 0.278, 0.566, 0.191, 0.907, 0.825]
}

=====

Pick P: it beats the second-best structure by 93.5 kJ/mol.

=====

P.
{
  "formula": "C5H9N2",
  "method": "wB97M-V/def2-TZVPD",
  "gap_ha": 0.34685,
  "total_charge": 1,
  "smiles": "C[N+]1=CC[C@H]2CN21",
  "homo_energy_ha": -0.5291,
  "species": ["C", "C", "C", "C", "C", "N", "N", "H", "H", "H", "H", "H", "H", "H", "H", "H"],
  "xyz": [[0.100, -0.917, -0.732], [-1.215, -0.349, -1.328], [-1.032, 1.074, 1.050], [-1.279, 0.927, -0.439], [1.969, -0.323, 0.643], [0.096, 1.125, 0.156], [0.779, -0.060, 0.012], [0.350, -1.917, -1.130], [-1.033, -0.063, -2.388], [-1.406, 1.905, 1.553], [-1.163, 0.309, 1.693], [-2.053, -1.062, -1.343], [-1.715, 1.921, -0.863], [2.215, -1.333, 0.805], [2.972, 0.002, 0.074], [2.114, 0.202, 1.682]],
  "mulliken_charge": [-0.113, -0.513, -0.541, -0.019, -0.803, -0.458, 0.460, 0.416, 0.317, 0.301, 0.285, 0.361, 0.310, 0.378, 0.310, 0.309]
}

=====

Q.
{
  "formula": "C5H9N2",
  "method": "wB97M-V/def2-TZVPD",
  "gap_ha": 0.45119,
  "total_charge": 1,
  "homo_energy_ha": -0.5967,
  "species": ["C", "C", "C", "C", "C", "N", "N", "H", "H", "H", "H", "H", "H", "H", "H", "H"],
  "xyz": [[1.594, -2.793, 0.184], [0.534, 0.938, 0.867], [-0.424, 1.135, -1.374], [-0.370, 1.140, 2.065], [-0.947, -0.191, -2.000], [1.065, -1.784, 0.237], [0.105, 1.082, -0.247], [1.982, -3.870, 0.109], [1.425, 0.410, 1.017], [-0.187, 2.025, -1.854], [0.061, 1.769, 2.839], [-1.284, 1.513, 1.681], [-0.479, 0.300, 2.730], [-0.678, -1.037, -1.223], [-0.355, -0.420, -2.934], [-2.042, -0.217, -2.098]],
  "mulliken_charge": [-0.025, 0.108, -0.053, -1.035, -0.711, -0.329, 0.023, 0.331, 0.465, 0.434, 0.334, 0.351, 0.316, 0.177, 0.298, 0.315]
}

=====

Pick Q: it beats the second-best structure by 116.5 kJ/mol.

=====

P.
{
  "formula": "C5H9N2",
  "method": "wB97M-V/def2-TZVPD",
  "gap_ha": [0.29203, 0.29200],
  "total_charge": 1,
  "smiles": "C=[N+]1C=C(C)NC1",
  "homo_energy_ha": [-0.4869, -0.4869],
  "species": ["C", "C", "C", "C", "C", "N", "N", "H", "H", "H", "H", "H", "H", "H", "H", "H"],
  "xyz": [[0.124, -1.004, -0.458], [-0.888, -0.122, -0.124], [2.139, -0.627, 0.681], [1.019, 1.106, -0.500], [-2.289, -0.281, 0.119], [1.378, -0.355, -0.323], [-0.203, 0.990, 0.301], [0.005, -2.113, -0.583], [2.135, -1.682, 0.889], [3.048, -0.036, 0.905], [1.682, 1.818, -0.040], [0.757, 1.319, -1.627], [-2.713, 0.642, -0.342], [-2.546, -0.409, 1.246], [-2.853, -1.056, -0.355], [-0.794, 1.809, 0.211]],
  "mulliken_charge": [-0.924, 0.856, -0.126, -0.443, -1.170, 0.204, -0.340, 0.391, 0.282, 0.276, 0.370, 0.310, 0.339, 0.274, 0.382, 0.318]
}

=====

Q.
{
  "formula": "C5H9N2",
  "method": "wB97M-V/def2-TZVPD",
  "gap_ha": 0.28814,
  "total_charge": 1,
  "homo_energy_ha": -0.4451,
  "species": ["C", "C", "C", "C", "C", "N", "N", "H", "H", "H", "H", "H", "H", "H", "H", "H"],
  "xyz": [[1.651, -0.310, 0.442], [3.923, 0.129, -0.243], [0.368, -0.452, 0.720], [-1.578, -1.144, -0.176], [-1.298, 1.371, 0.042], [2.726, 0.065, -0.088], [-0.729, 0.010, -0.166], [4.703, 0.271, -0.829], [0.048, -0.905, 1.690], [-2.508, -0.987, -0.781], [-1.036, -2.015, -0.692], [-1.778, -1.444, 0.851], [-2.364, 1.513, -0.045], [-1.034, 1.716, 1.064], [-0.992, 2.074, -0.750], [-0.103, 0.108, -1.039]],
  "mulliken_charge": [0.158, -0.108, -0.782, -0.917, -0.782, -0.084, 0.143, 0.385, 0.443, 0.350, 0.362, 0.385, 0.360, 0.306, 0.333, 0.448]
}

=====

R.
{
  "formula": "C5H9N2",
  "method": "wB97M-V/def2-TZVPD",
  "gap_ha": 0.33522,
  "total_charge": 1,
  "smiles": "CN1C[C@H]1[N+]1=CC1",
  "homo_energy_ha": -0.5171,
  "species": ["C", "C", "C", "C", "C", "N", "N", "H", "H", "H", "H", "H", "H", "H", "H", "H"],
  "xyz": [[1.534, 1.470, -0.222], [2.061, 0.825, -1.369], [-1.607, 0.483, 0.039], [-0.439, -0.177, -0.581], [-0.931, -1.539, 1.470], [-0.653, -0.208, 0.882], [0.690, 0.693, -0.737], [1.713, 2.072, 0.610], [2.266, 1.499, -2.309], [2.724, -0.019, -1.241], [-1.494, 1.596, 0.159], [-2.657, 0.096, -0.034], [-0.533, -0.998, -1.352], [-0.601, -1.652, 2.496], [-1.905, -1.885, 1.108], [-0.170, -2.257, 1.080]],
  "mulliken_charge": [0.087, -0.446, -0.385, -0.056, -0.832, -0.223, 0.099, 0.395, 0.241, 0.285, 0.199, 0.277, 0.415, 0.326, 0.312, 0.305]
}

=====

S.
{
  "formula": "C5H9N2",
  "method": "wB97M-V/def2-TZVPD",
  "gap_ha": 0.36505,
  "total_charge": 1,
  "smiles": "CCc1c[nH]c[nH+]1",
  "homo_energy_ha": -0.5139,
  "species": ["C", "C", "C", "C", "N", "C", "N", "H", "H", "H", "H", "H", "H", "H", "H", "H"],
  "xyz": [[1.022, -1.453, -1.602], [-0.364, -1.024, -0.873], [-0.416, 0.294, -0.160], [-1.474, 0.832, 0.510], [-0.993, 1.594, 1.546], [0.373, 1.608, 1.614], [0.774, 0.760, 0.586], [1.148, -0.610, -2.300], [0.996, -2.405, -2.171], [2.006, -1.528, -1.142], [-0.489, -1.934, -0.091], [-1.260, -1.072, -1.623], [-2.607, 0.579, 0.460], [-1.503, 2.037, 2.324], [0.934, 1.718, 2.520], [1.855, 0.603, 0.401]],
  "mulliken_charge": [-1.172, -0.336, 0.280, -0.374, -0.039, -0.157, -0.086, 0.351, 0.331, 0.328, 0.262, 0.315, 0.355, 0.271, 0.349, 0.322]
}

=====

Pick S: it beats the second-best structure by 146.8 kJ/mol.

=====

P.
{
  "formula": "C5H9N2",
  "method": "wB97M-V/def2-TZVPD",
  "gap_ha": 0.36574,
  "total_charge": 1,
  "smiles": "CN1CC=CC1=[NH2+]",
  "homo_energy_ha": -0.5360,
  "species": ["C", "C", "C", "C", "C", "N", "N", "H", "H", "H", "H", "H", "H", "H", "H", "H"],
  "xyz": [[-0.356, -1.053, 1.395], [-0.082, 0.123, 2.058], [-0.308, -0.773, 0.005], [0.242, 1.177, 1.052], [0.467, 0.945, -1.563], [0.117, 0.445, -0.213], [-0.430, -1.787, -1.240], [-0.771, -1.951, 1.845], [-0.437, 0.269, 3.099], [-0.425, 1.948, 1.195], [1.334, 1.525, 1.043], [0.972, 1.957, -1.340], [1.172, 0.230, -1.971], [-0.443, 1.230, -2.177], [-0.557, -2.798, -1.018], [-0.494, -1.488, -2.169]],
  "mulliken_charge": [-0.451, -0.408, 0.583, -0.403, -1.034, 0.117, -0.425, 0.373, 0.363, 0.338, 0.383, 0.346, 0.474, 0.296, 0.236, 0.211]
}

=====

Q.
{
  "formula": "C5H9N2",
  "method": "wB97M-V/def2-TZVPD",
  "gap_ha": 0.41221,
  "total_charge": 1,
  "homo_energy_ha": -0.5695,
  "species": ["C", "C", "C", "C", "C", "N", "N", "H", "H", "H", "H", "H", "H", "H", "H", "H"],
  "xyz": [[-0.894, -1.465, -0.241], [-0.150, 0.514, -1.238], [-0.796, 0.430, 0.103], [-0.668, 1.581, 1.214], [1.591, -0.957, -0.070], [-1.814, -0.698, 0.183], [0.256, -0.602, -0.413], [-1.023, -2.512, -0.309], [-0.705, 0.243, -2.109], [0.555, 1.282, -1.379], [-1.496, 1.321, 1.965], [-1.055, 2.571, 0.703], [0.296, 1.456, 1.644], [2.339, -0.425, -0.798], [1.825, -0.641, 0.908], [1.738, -2.098, -0.162]],
  "mulliken_charge": [-0.145, -0.509, 0.657, -1.003, -0.738, -0.450, 0.152, 0.461, 0.274, 0.350, 0.341, 0.328, 0.332, 0.298, 0.354, 0.296]
}

=====

Pick P: it beats the second-best structure by 256.1 kJ/mol.

=====

P.
{
  "formula": "C5H7NO2",
  "method": "wB97M-V/def2-TZVPD",
  "gap_ha": 0.33186,
  "total_charge": 0,
  "smiles": "C1=CC=1.O=C=O.CN",
  "homo_energy_ha": -0.3187,
  "species": ["C", "C", "C", "C", "C", "N", "O", "O", "H", "H", "H", "H", "H", "H", "H"],
  "xyz": [[-1.469, -1.403, -1.481], [-1.785, -0.893, -0.299], [-1.683, 2.716, -2.210], [-1.009, -2.080, -0.289], [2.395, -0.402, 1.741], [1.116, -0.166, 1.159], [-1.281, 2.374, -3.203], [-2.223, 3.025, -1.262], [-1.466, -1.258, -2.587], [-2.241, -0.049, 0.216], [3.215, -0.306, 1.115], [2.769, 0.328, 2.526], [2.460, -1.329, 2.286], [0.386, 0.270, 1.770], [0.817, -0.825, 0.519]],
  "mulliken_charge": [0.246, 0.001, 0.648, -0.938, -0.872, -0.353, -0.312, -0.335, 0.340, 0.324, 0.303, 0.286, 0.299, 0.194, 0.168]
}

=====

Q.
{
  "formula": "C5H7NO2",
  "method": "wB97M-V/def2-TZVPD",
  "gap_ha": 0.38602,
  "total_charge": 0,
  "smiles": "C[C@H]1[C@H]2COC(=O)N21",
  "homo_energy_ha": -0.3564,
  "species": ["C", "C", "C", "C", "C", "H", "H", "H", "H", "H", "H", "H", "N", "O", "O"],
  "xyz": [[-1.009, -0.824, 0.865], [-0.771, -0.676, -0.643], [-0.234, 0.667, -0.818], [0.743, 1.358, 0.212], [1.517, -0.639, -0.265], [-0.495, -0.315, 1.582], [-2.017, -0.357, 0.799], [-1.126, -1.838, 0.972], [-1.632, -0.859, -1.247], [-0.660, 1.560, -1.295], [0.506, 1.430, 1.360], [0.805, 2.235, -0.432], [0.413, -0.590, -1.156], [1.996, 0.571, 0.156], [1.965, -1.721, -0.089]],
  "mulliken_charge": [-1.198, -0.054, -0.272, -0.434, 0.702, 0.505, 0.298, 0.288, 0.488, 0.320, 0.249, 0.320, -0.376, -0.322, -0.514]
}

=====

Pick Q: it beats the second-best structure by 53.8 kJ/mol.